{"formula": "C30H55Cl9FILi2N3O10S", "method": "the ωB97M-V functional and the def2-TZVPD basis", "lumo_ev": -5.905, "max_force_ev_per_a": 4.3, "charge": 1, "orbital_gap_ev": 1.101, "molar_mass_g_mol": 1128.71, "de_lowest_kcal_mol": 0.0, "symbols": ["C", "C", "C", "C", "C", "C", "I", "O", "S", "O", "O", "O", "C", "N", "H", "H", "H", "H", "H", "H", "H", "H", "H", "H", "Li", "O", "H", "F", "C", "C", "C", "C", "C", "C", "H", "H", "H", "H", "H", "C", "Cl", "Cl", "Cl", "Cl", "C", "N", "C", "C", "C", "C", "O", "H", "H", "H", "H", "H", "H", "H", "H", "H", "H", "H", "H", "H", "H", "C", "C", "C", "O", "C", "N", "H", "H", "H", "H", "H", "H", "H", "H", "H", "H", "H", "C", "O", "C", "C", "O", "C", "C", "O", "C", "H", "H", "H", "H", "H", "H", "H", "H", "H", "H", "H", "H", "H", "H", "C", "Cl", "Cl", "Cl", "Cl", "Cl", "Li"], "positions_angstrom": [[-5.96108, 4.63647, 1.96685], [-4.77662, 4.49195, 1.84554], [-3.31358, 4.20033, 2.02836], [-3.18440, 2.89504, 2.91299], [-2.76577, 3.17076, 4.38663], [-3.91036, 2.86487, 5.37553], [-3.00641, 2.46423, 7.31348], [-4.59676, 1.60440, 5.14158], [-6.16929, 1.81378, 4.84841], [-6.83326, 0.74651, 5.49240], [-6.50580, 1.92305, 3.45230], [-6.32705, 3.28717, 5.50444], [-5.04772, 3.93334, 5.43716], [-4.98426, 5.00730, 6.38277], [-6.99513, 4.52265, 2.24754], [-2.77697, 5.05204, 2.46771], [-2.87941, 3.96991, 1.04147], [-4.21848, 2.48235, 2.94165], [-2.50324, 2.15270, 2.42951], [-2.40006, 4.20021, 4.53204], [-1.91127, 2.50774, 4.62577], [-4.93943, 4.45405, 4.45832], [-4.10795, 5.50532, 6.26378], [-5.04386, 4.64048, 7.33199], [-3.77230, 0.50845, 1.90271], [-0.44390, 0.47088, 6.35021], [-0.95818, -0.30332, 6.60497], [1.28220, 1.21817, 1.19792], [1.04152, 0.21693, 0.34238], [2.10151, -0.45650, -0.23147], [1.84869, -1.49689, -1.11631], [0.53808, -1.84523, -1.42215], [-0.51417, -1.15378, -0.83912], [-0.26507, -0.12062, 0.05164], [3.11500, -0.16618, 0.01358], [2.67117, -2.03660, -1.56544], [0.34121, -2.65407, -2.11480], [-1.54034, -1.41959, -1.07966], [-1.07767, 0.42338, 0.52093], [2.68159, 0.44361, -5.00893], [1.88014, -0.21314, -3.57071], [1.60640, 0.30683, -6.40966], [3.07625, 2.14179, -4.72542], [4.16854, -0.46669, -5.31554], [-7.78232, 2.24098, -0.21375], [-9.22724, 2.36994, -0.62274], [-10.03927, 2.60826, 0.61920], [-9.67891, 1.09388, -1.25957], [-9.44076, 3.55939, -1.54770], [-8.73711, 3.48531, -2.88779], [-7.32950, 3.41607, -2.71569], [-7.73034, 1.55838, 0.63453], [-7.21133, 1.82205, -1.03388], [-7.41176, 3.22172, 0.07195], [-9.90179, 1.76373, 1.29061], [-11.08650, 2.69775, 0.33675], [-9.69037, 3.52561, 1.08832], [-9.04386, 0.87942, -2.11464], [-10.71547, 1.20961, -1.57121], [-9.58923, 0.29457, -0.52693], [-9.09555, 4.43276, -0.99325], [-10.51649, 3.63872, -1.70608], [-8.97597, 4.39030, -3.45314], [-9.07571, 2.62477, -3.47339], [-6.92329, 3.41234, -3.58975], [7.99982, 0.73973, -0.86559], [7.15683, 0.30940, -2.06175], [7.25095, -1.19562, -2.36928], [8.44619, -1.58990, -3.01764], [9.55377, -1.78626, -2.15641], [7.52758, 1.12598, -3.22144], [9.06266, 0.79459, -1.10161], [7.69628, 1.73289, -0.52977], [7.86985, 0.05392, -0.02496], [6.11080, 0.52393, -1.81557], [6.44303, -1.44873, -3.06307], [7.08379, -1.80025, -1.46711], [9.25134, -2.19072, -1.18632], [10.10533, -0.85276, -2.02140], [10.22550, -2.49969, -2.63485], [6.89747, 0.90870, -3.99052], [8.43254, 0.79312, -3.54982], [1.97855, -6.83607, 2.10714], [2.48528, -7.09564, 0.81449], [1.69962, -6.53015, -0.22153], [2.57159, -5.99463, -1.34261], [3.28256, -4.80289, -1.02576], [4.35079, -4.90582, -0.08602], [5.55402, -5.68742, -0.58006], [5.28319, -7.07998, -0.58629], [5.91826, -7.76735, -1.64547], [1.08584, -7.43948, 2.30117], [2.75087, -7.10188, 2.82814], [1.74787, -5.77214, 2.23712], [1.07348, -5.71572, 0.16291], [1.05139, -7.32284, -0.61524], [1.91114, -5.72250, -2.17049], [3.24620, -6.75908, -1.72922], [3.99148, -5.28081, 0.87206], [4.67723, -3.87621, 0.08621], [6.39724, -5.51761, 0.10154], [5.82893, -5.33509, -1.58059], [5.75505, -7.25925, -2.60216], [5.47541, -8.76071, -1.70965], [6.99039, -7.86720, -1.45098], [10.05775, 4.08526, -3.29566], [11.24271, 5.38907, -3.33826], [10.88088, 2.54519, -3.02869], [8.91514, 4.38721, -1.89272], [9.18738, 4.03206, -4.84263], [7.16314, 4.04807, -3.33123], [-3.19815, -1.76975, 0.25211]], "forces_ev_per_a": [[-0.5, -0.5, 0.2], [1.2, 0.2, 0.6], [-0.7, -0.9, -0.7], [-0.7, 0.7, 0.0], [0.0, -1.1, -0.3], [0.3, -0.5, 1.9], [-0.1, 0.3, -0.2], [-0.8, 0.7, -1.4], [-0.2, -0.4, -0.2], [-0.2, 0.5, 1.0], [0.9, 0.5, -0.1], [0.6, -1.7, -0.1], [1.2, 1.9, -1.4], [-0.4, -0.9, 0.2], [0.4, 0.4, -0.3], [-0.2, -0.3, -0.2], [0.0, 0.4, 0.3], [0.6, 0.0, -0.2], [-0.1, 0.7, 0.4], [-0.3, -0.3, 0.0], [-0.4, 0.3, 0.2], [-0.5, -0.4, 0.3], [-0.1, 0.0, 0.1], [0.3, 0.1, -0.1], [-0.1, 0.2, 0.4], [-0.3, 0.2, -0.4], [0.0, -0.1, 0.0], [-0.1, 0.0, 0.0], [0.1, -0.2, -0.1], [0.2, -0.1, 0.0], [-0.2, -0.1, 0.5], [-0.1, -0.3, 0.0], [0.4, 0.0, 0.2], [-0.3, 0.1, 0.1], [0.0, 0.0, 0.0], [0.0, -0.1, 0.1], [0.0, 0.0, 0.0], [0.0, 0.1, -0.3], [0.0, 0.1, 0.0], [0.0, 0.1, -0.1], [0.1, 0.2, -0.6], [0.1, 0.0, 0.1], [0.0, -0.1, 0.0], [-0.1, 0.0, 0.0], [-0.1, -0.3, 0.2], [0.1, 0.0, 0.0], [0.0, 0.0, -0.2], [0.0, 0.2, 0.0], [0.3, -0.1, 0.0], [0.3, -0.2, -0.3], [-0.1, -0.1, 0.1], [-0.1, 0.1, 0.1], [0.0, 0.2, -0.1], [0.1, -0.1, -0.1], [0.0, 0.1, 0.0], [0.0, 0.0, 0.0], [0.0, 0.0, 0.0], [0.0, 0.0, 0.0], [0.0, -0.1, 0.0], [0.0, 0.0, 0.0], [0.0, 0.0, 0.0], [0.0, 0.0, 0.0], [-0.4, 0.0, 0.1], [-0.2, 0.1, 0.0], [0.1, 0.1, 0.1], [-0.1, 0.1, 0.2], [0.4, -0.1, -0.1], [-0.3, 0.0, -0.1], [-0.1, -0.1, 0.2], [0.1, 0.0, -0.3], [0.0, -0.8, 0.0], [0.0, 0.0, -0.1], [0.0, 0.0, -0.1], [0.0, 0.0, 0.0], [0.0, -0.1, -0.1], [0.1, 0.0, -0.1], [0.1, 0.0, 0.1], [0.0, 0.1, 0.0], [0.0, 0.0, 0.2], [-0.1, 0.0, 0.0], [-0.1, 0.2, 0.0], [0.0, 0.1, 0.1], [0.1, -0.1, -0.1], [0.0, 0.4, 0.1], [0.3, -0.3, 0.0], [0.0, 0.0, -0.1], [0.0, 0.0, 0.0], [0.1, 0.2, 0.0], [-0.1, -0.3, 0.3], [-0.2, 0.1, -0.4], [0.0, 0.0, 0.2], [-0.1, 0.1, 0.1], [0.0, -0.1, -0.1], [-0.1, 0.0, 0.0], [0.0, 0.0, 0.0], [-0.2, 0.1, -0.2], [0.0, 0.1, 0.0], [0.0, -0.1, 0.2], [0.1, -0.2, 0.0], [0.0, 0.0, -0.1], [0.0, 0.3, -0.1], [0.0, 0.0, 0.0], [0.1, 0.0, 0.0], [0.0, 0.0, 0.1], [0.1, 0.0, -0.2], [0.2, -0.1, -0.8], [-0.2, -0.1, 0.2], [-0.1, 0.1, 0.1], [1.4, 0.1, 0.3], [2.7, 0.0, -0.7], [-4.1, 0.4, 0.9], [0.1, -0.1, 0.1]]}

{"formula": "C30H55ClN10", "method": "the ωB97M-V functional and the def2-TZVPD basis", "lumo_ev": -8.077, "max_force_ev_per_a": 2.5, "charge": 4, "orbital_gap_ev": 9.276, "molar_mass_g_mol": 591.29, "de_lowest_kcal_mol": 24.9, "symbols": ["C", "C", "N", "C", "C", "N", "C", "C", "H", "H", "H", "H", "H", "H", "H", "H", "H", "H", "H", "C", "C", "N", "C", "C", "N", "C", "C", "H", "H", "H", "H", "H", "H", "H", "H", "H", "H", "H", "C", "C", "N", "C", "C", "N", "C", "C", "H", "H", "H", "H", "H", "H", "H", "H", "H", "H", "H", "C", "C", "N", "C", "C", "N", "C", "C", "H", "H", "H", "H", "H", "H", "H", "H", "H", "H", "H", "C", "C", "N", "C", "C", "N", "C", "C", "H", "H", "H", "H", "H", "H", "H", "H", "H", "H", "H", "Cl"], "positions_angstrom": [[-0.10271, -1.24468, -3.34361], [-0.35627, -2.49902, -2.48339], [-1.41122, -3.27431, -3.14211], [-2.70580, -3.31458, -2.70489], [-3.37703, -4.15417, -3.54165], [-2.43891, -4.73887, -4.36240], [-1.25064, -4.18120, -4.11264], [-2.75160, -5.88535, -5.24735], [0.30985, -1.43564, -4.33612], [0.67679, -0.62829, -2.89452], [-1.06023, -0.73536, -3.44482], [-0.59241, -2.14259, -1.47824], [0.58381, -3.03510, -2.35188], [-3.00050, -2.77907, -1.81936], [-4.44101, -4.32042, -3.52408], [-0.37052, -4.45032, -4.67328], [-2.42752, -5.67129, -6.26394], [-3.82815, -6.00728, -5.28827], [-2.21300, -6.72824, -4.82593], [3.13355, -1.35185, -0.98208], [3.54260, -1.89004, 0.39525], [4.22683, -0.89293, 1.18118], [3.73305, 0.36018, 1.50290], [4.67463, 1.05672, 2.15849], [5.80677, 0.28344, 2.15960], [5.51132, -0.90064, 1.61342], [7.09510, 0.69103, 2.68733], [2.74719, -2.10038, -1.67144], [3.99923, -0.90657, -1.47848], [2.38346, -0.55924, -0.96478], [4.22756, -2.71781, 0.21105], [2.73466, -2.30638, 0.99510], [2.77640, 0.65629, 1.09969], [4.67382, 2.09253, 2.45166], [6.38598, -1.45074, 1.29177], [7.39857, 1.58917, 2.15498], [7.81953, -0.07528, 2.39871], [7.12550, 0.69676, 3.77326], [1.35302, 3.25823, 1.74486], [-0.14206, 3.20849, 1.56494], [-0.85712, 3.94181, 2.62326], [-0.76846, 3.70929, 3.98009], [-1.65663, 4.58690, 4.54900], [-2.11716, 5.43397, 3.57948], [-1.68345, 4.95342, 2.40695], [-3.08948, 6.49917, 3.74383], [1.88649, 2.88841, 0.87105], [1.70995, 2.64966, 2.57939], [1.65115, 4.28944, 1.94135], [-0.61800, 2.23944, 1.37217], [-0.35824, 3.63665, 0.58035], [-0.20011, 2.86194, 4.31834], [-2.02011, 4.71832, 5.55633], [-1.99200, 5.38679, 1.47039], [-3.44172, 6.85891, 2.78335], [-2.63276, 7.31760, 4.29898], [-3.90326, 6.09977, 4.34813], [-0.23592, -6.49110, 1.00131], [-1.19317, -5.48010, 0.31380], [-2.02107, -4.82576, 1.30126], [-3.16743, -5.32880, 1.84036], [-3.68008, -4.45942, 2.74215], [-2.74878, -3.41553, 2.78219], [-1.84273, -3.60161, 1.83648], [-2.85103, -2.32167, 3.72713], [0.57384, -5.90979, 1.44006], [0.13810, -7.19707, 0.26392], [-0.69801, -7.05766, 1.80730], [-1.78146, -5.95214, -0.47794], [-0.61832, -4.82819, -0.34805], [-3.56430, -6.29017, 1.55349], [-4.55131, -4.45872, 3.37157], [-1.06434, -2.91138, 1.53766], [-3.88144, -1.97277, 3.75338], [-2.28358, -1.47169, 3.34104], [-2.46931, -2.54415, 4.71955], [2.00570, 6.05447, -2.65116], [0.49116, 5.82519, -2.81493], [0.06427, 4.56107, -2.20150], [0.82420, 3.43033, -2.06554], [0.03313, 2.34322, -1.85889], [-1.25230, 2.86394, -1.87797], [-1.21402, 4.18704, -2.04155], [-2.45905, 2.07914, -1.72841], [2.56033, 5.63859, -3.49198], [2.35190, 5.63054, -1.70730], [2.28684, 7.10452, -2.60753], [0.21080, 5.76840, -3.86195], [0.07258, 6.63728, -2.22194], [1.89136, 3.44020, -2.21010], [0.20321, 1.28694, -1.73486], [-2.00068, 4.91640, -2.15805], [-3.18927, 2.39588, -2.47355], [-2.89247, 1.98819, -0.73526], [-2.26457, 1.04819, -2.02989], [-0.14148, -0.26849, 0.51435]], "forces_ev_per_a": [[0.4, -0.2, 0.1], [1.2, 1.4, -0.8], [0.9, -1.1, 1.1], [-0.2, 0.1, -0.6], [0.2, 0.2, 1.0], [-0.8, 0.5, 0.0], [-0.7, -0.2, -0.4], [0.6, 0.6, -0.2], [-0.3, -0.4, -0.1], [-0.4, 0.2, 0.4], [0.2, 0.4, -0.1], [-0.7, -0.3, -0.1], [-0.3, -0.6, -0.3], [-0.2, 0.2, -0.2], [0.1, -0.5, -0.3], [0.2, 0.2, 0.2], [0.2, 0.0, 0.1], [0.0, -0.2, 0.3], [-0.3, -0.3, -0.3], [0.0, 0.8, -0.2], [-0.2, -1.0, -1.0], [1.9, 1.3, 0.9], [-1.1, -0.6, -0.6], [0.3, 0.5, -0.5], [-1.2, -0.5, 0.5], [0.5, 1.0, -0.8], [1.0, -0.9, -0.6], [0.1, -0.4, 0.3], [0.2, -0.2, 0.1], [-0.1, -0.1, 0.5], [0.2, 0.1, 0.3], [-0.3, 0.3, -0.2], [-0.2, -0.1, 0.5], [0.0, -0.1, 0.3], [-0.7, -1.1, 0.2], [0.0, 0.3, 0.6], [-0.1, 0.0, 0.0], [-0.3, 0.6, 0.0], [0.4, -0.3, 0.6], [-0.5, -0.2, -1.2], [0.2, 0.1, -0.7], [-1.2, 0.1, -0.4], [0.7, 0.2, 0.8], [0.0, -1.6, -1.2], [-0.1, 1.0, 0.4], [-0.2, 0.3, 0.8], [-0.2, 0.1, -0.2], [-0.2, 0.0, 0.1], [0.1, 0.0, -0.1], [0.6, -0.4, 0.9], [-0.2, 0.9, 0.4], [0.0, 0.1, 0.4], [0.4, -0.1, 0.1], [0.3, -0.2, -0.1], [0.0, -0.1, 0.0], [0.0, 0.0, -0.1], [-0.2, 0.2, -0.2], [-0.3, 0.7, -0.3], [0.9, -1.5, -0.8], [-0.5, 1.8, -0.1], [-1.1, -1.2, 0.1], [1.6, 0.4, -0.1], [-1.1, -0.3, -0.1], [0.8, -0.7, 0.1], [0.1, 1.5, -0.5], [0.2, -0.2, 0.0], [0.2, 0.1, 0.0], [-0.3, 0.0, -0.1], [-0.7, -0.3, 0.7], [0.1, 0.8, 0.9], [0.1, 0.0, -0.1], [0.0, -0.2, 0.0], [0.0, 0.1, 0.2], [-0.1, -0.3, 0.2], [0.1, -0.2, 0.0], [-0.1, -0.4, -0.1], [0.1, -0.4, -0.3], [1.3, 0.8, 0.9], [-0.6, -1.3, 0.2], [1.2, -0.6, -0.3], [-0.7, 1.4, -0.3], [-0.3, 0.0, 0.7], [0.8, 0.3, -0.6], [-0.8, -1.2, -0.9], [0.1, -0.2, 0.2], [0.1, -0.1, -0.1], [-0.4, 0.1, -0.1], [-0.3, 0.5, 0.1], [-0.8, -0.1, -0.5], [0.0, 0.1, 0.1], [0.1, 0.1, 0.2], [-0.4, -0.4, 0.1], [-0.1, 0.4, 0.3], [0.3, 0.6, 0.1], [0.5, 0.1, 0.1], [0.0, -0.1, -0.2]]}